No. 1
A molecular structure, C3H4N2O2, computed with ωB97M-V/def2-TZVPD.

The geometry in XYZ format:
```
11
Properties=species:S:1:pos:R:3
O 0.759 -0.984 1.527
O -0.616 -2.065 0.064
N 0.182 1.464 -1.078
N -0.974 0.299 0.678
C 0.199 0.572 -0.068
C -0.342 -1.023 0.788
C 1.099 -0.486 0.127
H -0.718 1.728 -1.453
H -1.069 0.783 1.569
H 0.959 1.440 -1.724
H 0.522 -1.730 -0.429
```

## Properties
- 2S+1 = 1
- max |F| (Eh/bohr) = 0.012
- HOMO level (Eh) = -0.321

No. 2
C16H15ClN2O4S in the gas phase, computed with ωB97M-V/def2-TZVPD.

The geometry in XYZ format:
```
39
Properties=species:S:1:pos:R:3
Cl 5.864 -0.954 0.049
S 0.630 3.797 1.031
O -0.436 -3.586 0.513
O -2.385 -0.762 0.418
O -3.782 -0.261 -1.269
O -0.989 1.006 -1.210
N 0.089 -1.529 -0.325
N 2.011 -0.329 -0.530
C 0.338 2.653 -0.243
C -3.231 1.445 0.336
C 3.603 -2.434 0.298
C -0.767 -2.506 0.083
C 1.387 2.632 -1.134
C 2.410 3.528 -0.793
C -1.867 1.959 0.792
C 2.139 4.220 0.350
C -2.238 -2.098 -0.072
C 4.159 -1.205 -0.040
C -0.845 1.822 -0.315
C 1.468 -1.501 -0.209
C 3.318 -0.182 -0.450
C -3.159 -3.049 0.680
C -3.162 0.069 -0.297
C 2.235 -2.592 0.213
H -2.963 -4.066 0.357
H -2.491 -2.098 -1.143
H 1.759 -3.524 0.466
H -2.967 -2.979 1.748
H -3.908 1.383 1.191
H -1.939 2.994 1.129
H -4.197 -2.797 0.481
H -1.502 1.354 1.628
H 1.396 1.978 -1.986
H 2.745 4.961 0.834
H 4.234 -3.249 0.619
H 3.310 3.662 -1.366
H 3.706 0.790 -0.720
H -0.303 -0.669 -0.710
H -3.668 2.117 -0.404
```

## Properties
- 2S+1 = 1
- max |F| (Eh/bohr) = 0.016
- HOMO level (Eh) = -0.320
- SMILES = C[C@@H](OC(=O)CCC(=O)c1cccs1)C(=O)Nc1ccc(Cl)cn1

No. 3
A molecular structure, C3H5IrO4, computed with ωB97M-V/def2-TZVPD.

The geometry in XYZ format:
```
13
Properties=species:S:1:pos:R:3
Ir 0.017 -1.919 -0.286
O 3.210 -1.224 1.162
O 0.983 -0.850 1.107
O -1.322 -0.660 -0.237
O 1.762 -2.608 0.102
C -1.314 0.632 0.169
C 2.100 -1.559 0.776
C -0.944 1.572 -0.948
H 0.218 0.407 1.163
H -2.230 0.891 0.738
H -1.296 2.587 -0.719
H -1.329 1.216 -1.920
H 0.145 1.516 -1.108
```

## Properties
- ⟨S²⟩ = 8.76
- 2S+1 = 6
- max |F| (Eh/bohr) = 0.160
- HOMO level (spin up / spin down) (Eh) = -0.539 / -0.567
- total charge = +1